A structure of composition C11H15ClInNO4Pt in a non-equilibrium geometry. Source: OMol25; level of theory: wB97M-V/def2-TZVPD.

Last column: Mulliken charge in e.
Atoms and positions in Å:
Pt (-0.26435, -0.45089, 0.71869)  0.8220
In (0.67564, -0.23847, -4.10362)  0.9139
Cl (0.88753, 1.48517, -2.51899)  -0.4777
O (-1.12342, 1.61778, 8.99055)  -0.6341
O (-0.36501, 0.91160, 2.04204)  -0.6226
O (0.51159, 0.16874, 9.17950)  -0.6364
O (0.91799, -0.80025, 2.41498)  -0.6169
N (-0.23592, 0.89861, 8.47992)  0.9023
C (0.95268, 0.00434, 6.57493)  -0.3553
C (-0.60927, 1.54984, 4.81194)  -0.4051
C (-0.42399, -1.67482, -0.64550)  -0.8717
C (1.19134, -0.03909, 5.20496)  -0.5321
C (2.63916, -0.67686, -4.88676)  -1.0594
C (-0.86042, 1.60970, 6.17501)  -0.4997
C (0.33606, 0.24159, 2.88633)  0.8994
C (-0.94639, 0.15469, -5.49729)  -1.0597
C (-0.06635, 0.84734, 7.06735)  0.0132
C (-1.42195, 0.91056, -0.33634)  -1.1725
C (0.35550, 0.65156, 4.32102)  0.1342
H (2.03678, -0.61294, 4.83197)  0.3870
H (-0.81318, -0.47834, -6.38558)  0.3019
H (-1.89757, -0.07231, -4.99685)  0.2645
H (-1.65425, 2.23629, 6.57443)  0.4359
H (1.52688, -0.58296, 7.28743)  0.4426
H (2.54392, -1.27161, -5.80160)  0.2941
H (-2.36922, 1.01459, 0.21889)  0.4262
H (-1.15178, 2.18522, 4.11358)  0.4092
H (-1.64694, 0.60909, -1.36828)  0.2607
H (-0.95310, 1.90117, -0.34932)  0.3194
H (3.19658, -1.22917, -4.12127)  0.2727
H (-0.89297, 1.21599, -5.76855)  0.2899
H (3.12687, 0.27999, -5.09510)  0.2834
H (0.14600, -2.61719, -0.72612)  0.3721
H (-1.15624, -1.57286, -1.45348)  0.4986

Results
Relative energy (zero: lowest compared OMol25 entry of this formula, charge and spin): 3.32 kJ/mol
LUMO level (spin up / spin down): -1.211 / -5.351 eV
Strongest force on any atom: 6.53 eV/A
Charge: 0
Gap between HOMO and LUMO (spin up / spin down): 0.1751 / 0.1344 Ha
Expectation value of S²: 6.03
Spin multiplicity: 5